Record 1
{"formula": "C19H36O9P2", "method": "ωB97M-V/def2-TZVPD", "species": ["C", "C", "C", "C", "C", "C", "C", "C", "C", "C", "O", "C", "C", "C", "H", "H", "H", "H", "H", "H", "H", "H", "H", "H", "H", "H", "H", "H", "H", "H", "H", "H", "C", "O", "P", "O", "O", "C", "O", "C", "H", "H", "H", "H", "H", "H", "H", "H", "H", "C", "O", "P", "O", "O", "C", "O", "C", "H", "H", "H", "H", "H", "H", "H", "H", "H"], "xyz": [[-5.2158, -2.6410, -2.6892], [-5.0728, -3.5057, -1.6167], [-3.8130, -3.9808, -1.2734], [-2.7128, -3.5705, -2.0232], [-1.3279, -4.0549, -1.6193], [-0.8822, -3.3731, -0.2927], [0.0489, -2.1714, -0.4816], [-0.6473, -0.8996, -1.0516], [0.3410, -0.3128, -2.1402], [-0.4960, 0.9363, -2.4827], [-0.9869, 1.3723, -1.2363], [-0.7659, 0.3838, -0.2067], [-2.8780, -2.7279, -3.1176], [-4.1371, -2.2494, -3.4683], [-6.1952, -2.2509, -2.9490], [-5.9254, -3.8016, -1.0157], [-3.6637, -4.6603, -0.4412], [-0.6069, -3.9258, -2.4307], [-1.3816, -5.1296, -1.4190], [-1.7804, -3.0763, 0.2582], [-0.3972, -4.1392, 0.3212], [0.8130, -2.4668, -1.2037], [0.5239, -1.9066, 0.4670], [-1.5954, -1.0012, -1.5830], [0.6611, -0.9523, -2.9566], [1.1196, 0.1320, -1.5079], [0.1197, 1.6716, -3.0176], [-1.2736, 0.6989, -3.2264], [-1.7251, 0.3054, 0.3135], [0.0567, 0.6579, 0.4558], [-1.9826, -2.4576, -3.6705], [-4.2324, -1.5725, -4.3080], [7.2969, -2.5688, -0.1075], [6.9348, -1.1963, 0.0090], [5.2949, -0.8320, 0.1167], [4.9728, -2.1427, 0.7950], [5.0810, -0.9363, -1.5018], [6.0882, -0.5492, -2.4441], [3.6650, -0.3573, 0.2906], [3.4534, 0.6882, 1.2555], [8.3492, -2.5894, -0.3970], [7.1863, -3.0788, 0.8448], [6.7009, -3.0667, -0.8728], [6.6636, -1.4269, -2.7380], [6.7526, 0.2151, -2.0511], [5.5798, -0.1505, -3.3209], [3.9830, 1.5938, 0.9558], [3.7954, 0.3691, 2.2440], [2.3878, 0.8996, 1.2995], [-3.4279, 3.6204, 5.2589], [-3.3577, 4.1984, 3.9558], [-1.9711, 3.9365, 3.1131], [-1.5088, 2.6143, 3.6078], [-1.1616, 5.1832, 3.7908], [-1.8078, 6.3005, 4.4067], [-1.0752, 4.0796, 1.7233], [-1.7768, 3.9321, 0.4654], [-4.2856, 4.0737, 5.7558], [-3.5872, 2.5472, 5.1944], [-2.5252, 3.8327, 5.8308], [-1.8846, 6.1275, 5.4807], [-2.7924, 6.4921, 3.9903], [-1.1819, 7.1752, 4.2356], [-2.5409, 4.7049, 0.3590], [-2.2343, 2.9446, 0.4049], [-1.0554, 4.0359, -0.3382]], "forces_ev_per_angstrom": [[-0.64, 0.42, -0.50], [0.26, -0.17, 0.38], [-0.06, 0.35, -0.46], [0.63, -0.46, -0.17], [-0.61, 0.15, 0.57], [0.19, -0.24, -0.06], [-1.18, 0.22, 0.04], [2.69, 0.11, -0.91], [-1.83, 1.54, 1.36], [1.14, -0.89, -1.38], [0.02, 0.84, 0.19], [-1.81, -1.00, -1.15], [0.02, -0.09, 0.08], [0.59, -0.29, 0.46], [0.00, -0.12, 0.12], [-0.06, 0.06, -0.16], [-0.11, 0.05, -0.01], [0.01, 0.17, 0.12], [-0.04, 0.05, -0.16], [0.08, 0.01, -0.01], [0.15, 0.20, -0.02], [0.19, 0.01, 0.31], [0.13, -0.12, -0.10], [-0.14, -0.65, 0.48], [0.03, 0.00, 0.08], [0.81, -0.70, -0.64], [-0.05, 0.40, 0.63], [-0.38, -0.08, 0.53], [0.34, 0.37, 0.56], [0.06, -0.23, -0.09], [-0.17, 0.10, -0.10], [-0.20, -0.05, 0.04], [0.15, -0.36, 0.30], [0.61, 3.61, 0.11], [-2.43, -8.87, -1.94], [0.23, 0.57, 0.97], [0.34, 1.51, 0.18], [-0.15, -0.14, -0.17], [1.82, 3.44, 0.33], [-0.25, -0.05, 0.08], [-0.02, 0.26, -0.03], [-0.14, -0.05, -0.06], [-0.12, 0.02, 0.09], [0.10, 0.07, 0.03], [0.07, -0.06, 0.01], [-0.08, -0.04, 0.04], [-0.17, 0.13, 0.10], [-0.04, 0.02, 0.00], [0.00, -0.04, -0.03], [-0.16, -0.43, 0.29], [-0.65, 0.80, -2.83], [4.72, -1.26, 4.39], [-0.71, 0.14, -0.52], [-0.62, 0.14, -0.44], [0.34, -0.01, 0.01], [-3.21, 0.78, -0.56], [0.00, -0.12, -0.05], [0.01, 0.13, -0.18], [0.17, -0.01, -0.02], [0.05, -0.09, -0.09], [-0.11, 0.06, 0.01], [-0.04, -0.02, 0.05], [0.07, -0.06, 0.01], [0.04, 0.01, -0.05], [0.04, 0.02, -0.11], [0.08, -0.07, 0.09]], "multiplicity": 1, "e_homo_ev": -8.893, "smiles": "c1ccc(CCC[C@@H]2CCOC2)cc1.COP(=O)(OC)OC.COP(=O)(OC)OC", "e_lumo_ev": -2.44, "charge": 0}

Record 2
{"formula": "C4H9InN2O5PS", "method": "ωB97M-V/def2-TZVPD", "species": ["N", "C", "C", "In", "C", "C", "O", "O", "N", "O", "P", "O", "O", "S", "H", "H", "H", "H", "H", "H", "H", "H", "H"], "xyz": [[0.7096, 3.9231, 1.4526], [0.2053, 2.8075, 0.9639], [1.2249, 1.8148, 0.2821], [0.3165, -0.0561, -0.5696], [2.0227, -1.5847, -0.6769], [1.5233, -3.0690, -0.6507], [1.3559, -3.6922, 0.4130], [-0.2786, 0.2961, -2.5871], [-1.4680, 0.8922, -2.6158], [-1.7018, 1.4802, -1.5875], [-1.6644, -0.9555, 0.7887], [-2.1336, -2.4999, 0.2204], [-3.0134, 0.0877, 0.8052], [-0.9561, -1.2356, 2.6081], [-0.0421, 4.4901, 1.8713], [-0.9063, 2.6261, 1.0782], [1.8299, 2.3090, -0.5530], [1.9496, 1.4814, 1.1041], [2.6381, -1.3243, -1.5958], [2.7144, -1.4121, 0.2176], [1.2684, -3.5448, -1.6582], [-1.8889, -2.5817, -0.7251], [-3.7056, -0.2522, 1.4146]], "forces_ev_per_angstrom": [[-1.40, -2.01, -0.91], [1.77, 1.83, 0.46], [-0.36, -0.06, 0.62], [1.07, 0.66, 0.79], [0.60, -1.34, -0.01], [0.33, 0.92, 1.82], [0.38, 1.07, -2.67], [-1.18, -0.23, -0.69], [1.53, 0.08, 0.44], [-0.58, -0.07, -0.22], [-0.49, -0.50, 0.47], [0.11, 1.61, -0.24], [0.67, -1.75, -0.05], [-0.51, 0.18, -0.50], [0.18, -0.31, -0.13], [1.27, -0.29, -0.40], [-0.91, -0.38, 1.28], [-0.90, 0.54, -1.15], [-0.93, -0.50, 0.79], [-1.24, -0.19, -0.98], [0.16, 0.40, 0.87], [-0.28, 0.14, 0.67], [0.70, 0.19, -0.29]], "multiplicity": 1, "e_homo_ev": -5.160, "e_lumo_ev": 2.82, "charge": -1}

Record 3
{"formula": "C2H4N3O", "method": "ωB97M-V/def2-TZVPD", "species": ["C", "C", "N", "N", "N", "O", "H", "H", "H", "H"], "xyz": [[-0.7815, 1.1353, 1.0428], [0.7965, -1.2213, -1.4333], [1.0047, -1.6414, -2.5220], [-0.8275, 1.5608, -0.0624], [-0.3648, 0.6347, 2.1261], [0.2700, -0.8677, -0.4466], [1.8576, -2.1698, -2.7206], [-1.3094, 1.5781, -0.9209], [-0.3623, 1.3645, 2.8758], [-0.2833, -0.3732, 2.0611]], "forces_ev_per_angstrom": [[0.48, 1.53, -5.01], [-1.92, -0.12, 1.34], [1.87, -0.80, -1.44], [0.29, -1.15, 3.85], [-0.71, 1.67, 0.82], [0.65, 0.33, 0.47], [-0.47, 0.28, -0.34], [-0.85, 0.37, -0.89], [0.24, -1.88, 0.14], [0.42, -0.23, 1.06]], "multiplicity": 1, "e_homo_ev": -14.859, "relative_energy_ev": 0.8095, "e_lumo_ev": -4.38, "charge": 1}

Record 4
{"formula": "C5H8O2S", "method": "ωB97M-V/def2-TZVPD", "species": ["C", "C", "C", "C", "C", "H", "H", "H", "H", "H", "H", "H", "H", "O", "O", "S"], "xyz": [[-1.2060, 1.3403, 0.9251], [-0.4421, 0.9615, -0.3041], [-0.5299, -0.3718, -1.0113], [0.6785, -0.0119, -0.3373], [1.2891, -0.9744, 0.6664], [-0.4544, 0.4525, 1.9309], [-2.4855, 1.0868, 0.7495], [-0.9196, 2.7184, 1.1727], [-0.1481, 1.7363, -0.9724], [-0.5207, -0.5732, -2.1021], [-0.7634, -2.5311, -0.2860], [2.4206, -0.0201, -1.0063], [0.8303, -1.4500, 1.6744], [1.5917, 0.5658, -1.2466], [2.4507, -1.4075, 0.4627], [-1.7910, -1.5215, -0.3156]], "forces_ev_per_angstrom": [[-0.13, 0.46, 2.34], [-0.40, -0.20, 0.04], [-3.70, -1.30, -1.43], [1.99, 0.55, 0.75], [2.72, -1.82, 1.64], [-3.14, 3.06, -2.42], [4.07, 0.92, 1.18], [-1.18, -4.73, -0.51], [-0.14, 0.72, -0.24], [0.32, 0.98, 0.77], [-1.90, 0.96, 0.06], [-1.53, 1.61, -1.17], [0.06, 1.50, -2.42], [3.25, -2.98, 1.40], [-2.96, 1.59, -0.07], [2.65, -1.33, 0.06]], "multiplicity": 1, "e_homo_ev": -9.348, "relative_energy_ev": 6.2413, "e_lumo_ev": 0.04, "charge": 0}

One value per record, in order, for gap between HOMO and LUMO: 6.45 7.98 10.48 9.39 eV.